Record 1
ORCA calculation (ωB97M-V with the def2-TZVPD basis set) on a cluster of 12 separate species, C40H108N4O24 in total.

Summary:
* LUMO level: 0.2 eV
* energy above the lowest of the compared OMol25 structures with the same formula, charge and spin: 484.10 kJ/mol
* SMILES: COCCNCCOC.COCCNCCOC.COCCNCCOC.COCCNCCOC.OCCO.OCCO.OCCO.OCCO.OCCO.OCCO.OCCO.OCCO
* HOMO: -0.3134 hartree
* gap between HOMO and LUMO: 8.71 eV

```
! RIJCOSX wB97M-V def2-TZVPD def2/J DEFGRID3
* xyz 0 1
C -1.31 1.57 -11.94
O -2.27 0.62 -11.51
C -1.72 -0.66 -11.40
C -2.90 -1.52 -11.02
N -3.19 -2.54 -12.01
C -2.23 -3.66 -11.79
C -2.34 -4.81 -12.87
O -3.53 -5.67 -12.73
C -3.75 -6.57 -13.72
H -1.12 1.41 -13.00
H -0.39 1.37 -11.38
H -1.71 2.58 -11.85
H -1.02 -0.65 -10.56
H -1.16 -1.01 -12.27
H -3.80 -0.94 -10.86
H -2.75 -2.02 -10.06
H -4.09 -2.92 -11.75
H -2.32 -4.05 -10.77
H -1.25 -3.24 -12.00
H -1.45 -5.44 -12.92
H -2.33 -4.32 -13.84
H -4.65 -7.04 -13.33
H -3.04 -7.38 -13.87
H -4.02 -6.15 -14.69
C -7.12 1.44 -11.66
O -8.51 0.95 -11.56
C -8.64 -0.52 -11.50
C -8.48 -1.13 -12.92
N -8.74 -2.57 -12.86
C -8.51 -3.20 -14.15
C -8.75 -4.66 -13.91
O -10.15 -4.87 -13.49
C -10.46 -6.23 -13.46
H -6.53 1.06 -10.83
H -7.08 2.52 -11.51
H -6.54 1.15 -12.54
H -9.68 -0.64 -11.21
H -7.99 -0.99 -10.76
H -7.45 -1.04 -13.28
H -9.10 -0.59 -13.63
H -9.70 -2.71 -12.57
H -7.53 -2.96 -14.58
H -9.22 -2.83 -14.89
H -8.08 -5.10 -13.17
H -8.51 -5.17 -14.85
H -9.62 -6.80 -13.04
H -10.74 -6.71 -14.40
H -11.22 -6.36 -12.70
C 7.32 4.32 -12.50
O 6.17 4.12 -13.35
C 6.43 3.71 -14.68
C 5.29 3.80 -15.69
N 4.80 5.14 -15.90
C 3.70 5.20 -16.91
C 3.16 6.67 -16.85
O 2.63 6.93 -15.54
C 1.35 6.31 -15.38
H 7.87 3.42 -12.22
H 6.99 4.82 -11.58
H 8.05 4.95 -12.99
H 6.76 2.67 -14.67
H 7.28 4.20 -15.16
H 4.48 3.24 -15.22
H 5.50 3.29 -16.63
H 4.39 5.56 -15.08
H 2.93 4.47 -16.68
H 4.11 5.02 -17.90
H 2.39 6.83 -17.60
H 4.01 7.34 -16.93
H 0.70 6.83 -16.07
H 1.10 6.53 -14.34
H 1.39 5.22 -15.42
C -5.52 0.14 -22.84
O -4.54 -0.26 -23.86
C -3.98 -1.58 -23.59
C -5.02 -2.76 -23.59
N -5.71 -3.05 -22.28
C -4.83 -3.60 -21.20
C -5.55 -3.61 -19.86
O -6.71 -4.44 -19.84
C -6.27 -5.80 -20.08
H -5.09 -0.21 -21.90
H -6.52 -0.25 -23.05
H -5.62 1.22 -22.94
H -3.29 -1.48 -22.75
H -3.35 -1.90 -24.43
H -4.45 -3.65 -23.85
H -5.81 -2.55 -24.31
H -6.31 -3.84 -22.48
H -3.92 -3.01 -21.11
H -4.45 -4.58 -21.53
H -5.82 -2.57 -19.67
H -4.82 -3.84 -19.08
H -7.08 -6.51 -19.95
H -5.39 -6.12 -19.51
H -6.05 -5.93 -21.14
O -6.26 1.84 -16.47
C -5.85 3.03 -17.14
C -5.06 3.98 -16.23
O -3.74 3.49 -15.92
H -5.48 1.38 -16.15
H -5.32 2.83 -18.07
H -6.76 3.56 -17.44
H -5.60 4.21 -15.31
H -4.91 4.96 -16.68
H -3.86 2.81 -15.26
O 0.94 3.14 -20.79
C 0.22 4.22 -21.47
C -1.30 3.93 -21.49
O -1.91 4.35 -20.28
H 0.46 2.95 -19.99
H 0.42 5.20 -21.01
H 0.62 4.32 -22.48
H -1.43 2.86 -21.68
H -1.74 4.44 -22.36
H -2.07 5.29 -20.37
O -10.14 -2.37 -19.64
C -9.80 -1.15 -20.30
C -10.51 0.01 -19.55
O -11.89 -0.03 -19.91
H -9.30 -2.80 -19.45
H -8.73 -1.00 -20.16
H -10.02 -1.10 -21.36
H -10.11 1.00 -19.78
H -10.36 -0.07 -18.48
H -12.26 -0.82 -19.51
O -4.82 7.95 -22.54
C -4.90 8.99 -21.52
C -4.41 8.60 -20.15
O -2.98 8.41 -20.25
H -3.89 7.88 -22.79
H -4.39 9.87 -21.92
H -5.97 9.19 -21.44
H -4.93 7.71 -19.80
H -4.66 9.35 -19.40
H -2.54 9.27 -20.22
O -3.06 -0.33 -15.59
C -2.06 -0.83 -16.46
C -1.75 0.02 -17.73
O -0.93 1.13 -17.42
H -3.01 -0.80 -14.76
H -1.19 -0.87 -15.81
H -2.31 -1.85 -16.73
H -2.69 0.41 -18.13
H -1.35 -0.66 -18.48
H -1.51 1.70 -16.90
O -6.57 8.14 -12.66
C -6.43 9.26 -13.52
C -7.46 10.40 -13.20
O -8.85 10.04 -13.46
H -6.33 8.36 -11.75
H -5.38 9.53 -13.39
H -6.56 8.78 -14.48
H -7.19 11.33 -13.70
H -7.34 10.54 -12.12
H -9.31 10.09 -12.62
O -9.81 6.99 -15.77
C -10.91 6.22 -15.35
C -10.44 5.36 -14.08
O -10.12 6.10 -12.98
H -9.65 7.60 -15.04
H -11.76 6.88 -15.18
H -11.29 5.52 -16.09
H -9.55 4.80 -14.37
H -11.17 4.60 -13.81
H -9.33 6.55 -13.29
O -8.90 6.43 -20.19
C -9.92 5.66 -20.74
C -9.42 4.87 -22.00
O -8.75 5.72 -23.00
H -9.14 6.50 -19.26
H -10.40 4.97 -20.04
H -10.63 6.41 -21.10
H -10.25 4.41 -22.54
H -8.77 4.04 -21.74
H -8.11 6.29 -22.56
*
```

Atom charges from the Löwdin analysis, given in e for atoms 1 to 2: -0.090 -0.199



Record 2
ORCA calculation (ωB97M-V with the def2-TZVPD basis set) on an isolated molecule of C7H11BrN2.

Summary:
* LUMO level (spin up / spin down): 0.0 / -0.1 eV
* energy above the lowest of the compared OMol25 structures with the same formula, charge and spin: 318.71 kJ/mol
* HOMO (spin up / spin down): -0.2780 / -0.2589 hartree
* gap between HOMO and LUMO (spin up / spin down): 7.58 / 6.96 eV

```
! RIJCOSX wB97M-V def2-TZVPD def2/J DEFGRID3
* xyz 0 1
C -0.95 1.77 1.31
C -0.60 -1.20 0.59
C 0.39 1.63 0.93
C -1.04 -0.49 1.85
C -0.11 -0.19 -0.52
C -1.44 0.32 -1.22
C 2.30 0.53 0.00
N -1.93 2.20 1.82
N 0.77 0.79 -0.07
Br -0.08 -0.89 3.40
H 0.12 -2.02 0.61
H -1.43 -1.60 0.09
H 1.15 2.18 1.39
H -2.07 -0.18 1.99
H 0.45 -0.78 -1.26
H -2.11 0.61 -0.39
H -1.86 -0.58 -1.76
H -1.31 1.12 -1.90
H 2.65 -0.28 -0.75
H 2.81 1.52 -0.25
H 2.43 0.14 1.04
*
```

Atom charges from the Löwdin analysis, given in e for atoms 1 to 2: -0.344 -0.222



Record 3
ORCA calculation (ωB97M-V with the def2-TZVPD basis set) on an isolated molecule of C6H7NOS.

Summary:
* LUMO level (spin up / spin down): -0.4 / -0.4 eV
* energy above the lowest of the compared OMol25 structures with the same formula, charge and spin: 484.81 kJ/mol
* HOMO (spin up / spin down): -0.2412 / -0.2412 hartree
* gap between HOMO and LUMO (spin up / spin down): 6.14 / 6.15 eV

```
! RIJCOSX wB97M-V def2-TZVPD def2/J DEFGRID3
* xyz 0 1
C 2.60 0.03 -0.55
C 1.80 1.10 -0.16
C -0.21 0.37 1.24
C -1.05 -0.22 0.32
C 2.90 -1.14 0.06
C -3.22 -0.97 -0.80
N 0.79 1.24 0.65
O 3.37 -1.98 0.70
S -2.38 -1.06 0.89
H 3.22 0.07 -1.48
H 2.09 2.11 -0.61
H -0.55 0.70 2.14
H -3.29 0.09 -1.05
H -4.24 -1.24 -0.84
H -2.34 -1.36 -1.44
H 0.51 2.26 0.92
*
```

Atom charges from the Löwdin analysis, given in e for atoms 1 to 2: -0.071 -0.122



Record 4
ORCA calculation (ωB97M-V with the def2-TZVPD basis set) on a cluster of 2 separate species, C7H14O in total.

Summary:
* LUMO level: 0.7 eV
* energy above the lowest of the compared OMol25 structures with the same formula, charge and spin: 269.85 kJ/mol
* SMILES: C=C(C)/C(C)=C/C.O
* HOMO: -0.2998 hartree
* gap between HOMO and LUMO: 8.90 eV

```
! RIJCOSX wB97M-V def2-TZVPD def2/J DEFGRID3
* xyz 0 1
C 2.11 -0.88 -1.35
C 1.44 -0.19 -0.36
C 2.18 0.84 0.50
C -0.07 -0.53 -0.01
C -1.03 -1.21 -1.06
C -0.42 -0.10 1.22
C -1.96 -0.21 1.60
H 1.63 -1.71 -1.99
H 3.23 -0.63 -1.53
H 2.26 0.61 1.58
H 3.24 0.85 0.16
H 1.74 1.87 0.45
H -1.28 -2.30 -1.16
H -2.02 -0.80 -0.95
H -0.66 -0.97 -2.08
H 0.38 0.20 1.97
H -2.47 -0.64 0.69
H -2.02 -0.96 2.41
H -2.50 0.71 1.85
O -1.37 1.65 -0.79
H -1.89 2.32 -0.28
H -0.53 2.07 -0.86
*
```

Atom charges from the Löwdin analysis, given in e for atoms 1 to 2: 0.021 -0.309



Record 5
ORCA calculation (ωB97M-V with the def2-TZVPD basis set) on a cluster of 2 separate species, C2H3NS3 in total.

Summary:
* LUMO level: -0.2 eV
* energy above the lowest of the compared OMol25 structures with the same formula, charge and spin: 246.76 kJ/mol
* HOMO: -0.3327 hartree
* gap between HOMO and LUMO: 8.87 eV

```
! RIJCOSX wB97M-V def2-TZVPD def2/J DEFGRID3
* xyz 0 1
C -1.78 0.01 -0.56
C 1.87 0.71 0.11
N -1.60 -1.08 -0.14
S -2.03 1.32 -1.33
S 0.92 0.37 1.47
S 1.54 -0.09 -1.40
H 1.59 1.21 2.23
H -1.12 -1.31 0.70
H 0.61 -1.13 -1.09
*
```

Atom charges from the Löwdin analysis, given in e for atoms 1 to 2: -0.975 -0.936



Record 6
ORCA calculation (ωB97M-V with the def2-TZVPD basis set) on a structure of composition C31H47BrN2P2Pt.

Summary:
* LUMO level (spin up / spin down): -7.9 / -9.0 eV
* energy above the lowest of the compared OMol25 structures with the same formula, charge and spin: 287.21 kJ/mol
* HOMO (spin up / spin down): -0.4465 / -0.4464 hartree
* gap between HOMO and LUMO (spin up / spin down): 4.20 / 3.16 eV

```
! RIJCOSX wB97M-V def2-TZVPD def2/J DEFGRID3
* xyz 2 3
N 4.04 4.60 0.88
C 3.48 4.19 2.02
C 2.77 2.99 2.12
C 2.72 2.15 0.97
C 3.31 2.59 -0.21
C 3.95 3.85 -0.21
C 2.05 0.83 1.06
Pt 0.87 0.13 -0.40
P 0.07 -1.49 -1.59
C 2.65 -0.32 0.30
C 2.65 -1.64 0.97
C 3.26 -2.72 0.29
C 2.98 -3.99 0.68
C 2.32 -4.27 1.96
C 2.36 -3.08 2.84
C 2.13 -1.87 2.25
Br 0.36 -4.43 2.11
H 1.88 0.64 2.14
H 3.54 -0.13 -0.31
H 2.30 2.74 3.05
H 3.33 1.98 -1.13
H 3.59 4.82 2.90
H 4.42 4.23 -1.13
H 3.71 -2.41 -0.67
H 1.52 -1.07 2.70
H 3.19 -4.85 0.04
H 2.37 -3.28 3.92
P -0.71 1.65 -1.21
C 0.56 -3.08 -1.03
C 1.10 -4.15 -1.91
H 0.41 -3.25 0.06
H 2.63 -5.31 2.29
H 1.10 -5.11 -1.38
H 0.47 -4.17 -2.81
H 2.14 -4.09 -2.18
C 0.93 -1.29 -3.19
C 0.19 -1.83 -4.42
H 1.95 -1.71 -3.13
H 1.08 -0.20 -3.30
H 0.55 -1.31 -5.33
H 0.34 -2.91 -4.53
H -0.89 -1.69 -4.40
C -1.80 -1.57 -1.66
C -2.27 -2.77 -0.86
H -2.30 -1.44 -2.64
H -2.14 -0.70 -1.09
H -3.36 -2.79 -0.78
H -1.91 -3.73 -1.24
H -1.86 -2.65 0.17
C -2.41 1.63 -0.41
C -3.57 2.29 -1.15
H -2.26 2.12 0.57
H -2.66 0.59 -0.19
H -3.49 3.38 -1.12
H -3.69 1.96 -2.19
H -4.49 2.03 -0.63
C -0.96 1.44 -3.04
C 0.07 2.17 -3.90
H -1.98 1.80 -3.25
H -0.98 0.36 -3.27
H -0.18 3.23 -3.95
H 1.11 2.04 -3.59
H 0.00 1.80 -4.92
C -0.42 3.48 -1.12
C -0.04 4.09 0.22
H -1.40 3.90 -1.42
H 0.32 3.75 -1.89
H 0.04 5.18 0.09
H -0.80 3.90 0.99
H 0.93 3.73 0.60
N -1.00 0.23 2.46
C -2.14 0.08 3.19
C -2.36 -1.13 3.91
C -3.56 -1.30 4.60
C -4.57 -0.34 4.54
C -4.35 0.85 3.83
C -3.13 1.08 3.20
H -0.37 -0.55 2.31
H -0.78 1.09 1.95
H -1.58 -1.89 3.92
H -3.71 -2.21 5.19
H -5.54 -0.50 5.06
H -5.13 1.60 3.77
H -2.93 2.02 2.68
*
```

Atom charges from the Löwdin analysis, given in e for atoms 1 to 2: 0.094 -0.099



Record 7
ORCA calculation (ωB97M-V with the def2-TZVPD basis set) on an isolated molecule of C20H25ClN2O4S2.

Summary:
* LUMO level: 0.4 eV
* energy above the lowest of the compared OMol25 structures with the same formula, charge and spin: 13.28 kJ/mol
* SMILES: CCOc1ccc(N(CC(=O)NCCSCc2ccc(Cl)cc2)S(C)(=O)=O)cc1
* HOMO: -0.3085 hartree
* gap between HOMO and LUMO: 8.84 eV

```
! RIJCOSX wB97M-V def2-TZVPD def2/J DEFGRID3
* xyz 0 1
C 3.68 5.06 -0.06
C 3.43 3.62 0.38
O 3.10 2.87 -0.78
C 2.81 1.56 -0.65
C 2.85 0.83 0.54
C 2.52 -0.51 0.56
C 2.15 -1.17 -0.61
N 1.81 -2.55 -0.62
C 0.58 -2.92 -1.28
C -0.58 -2.01 -0.83
O -1.32 -1.47 -1.62
N -0.67 -1.88 0.50
C -1.54 -0.88 1.08
C -0.85 0.49 1.06
S -1.95 1.85 1.54
C -2.94 2.06 0.01
C -4.10 1.12 -0.07
C -5.14 1.23 0.84
C -6.22 0.37 0.80
C -6.26 -0.62 -0.17
Cl -7.60 -1.70 -0.24
C -5.23 -0.75 -1.09
C -4.15 0.12 -1.03
S 2.24 -3.53 0.67
C 4.04 -3.41 0.66
O 1.72 -3.02 1.91
O 1.86 -4.86 0.32
C 2.11 -0.45 -1.80
C 2.43 0.89 -1.82
H 3.94 5.66 0.80
H 2.78 5.46 -0.53
H 4.49 5.09 -0.78
H 2.61 3.58 1.10
H 4.33 3.21 0.84
H 3.13 1.31 1.47
H 2.52 -1.04 1.50
H 0.68 -2.84 -2.37
H 0.37 -3.96 -1.02
H 0.03 -2.29 1.11
H -1.80 -1.17 2.10
H -2.45 -0.84 0.48
H -0.03 0.51 1.77
H -0.47 0.70 0.06
H -3.27 3.09 0.05
H -2.25 1.93 -0.83
H -5.10 2.00 1.60
H -7.03 0.46 1.51
H -5.26 -1.52 -1.84
H -3.34 0.00 -1.74
H 4.38 -3.94 -0.22
H 4.33 -2.37 0.64
H 4.40 -3.89 1.56
H 1.83 -0.94 -2.72
H 2.40 1.45 -2.74
*
```

Atom charges from the Löwdin analysis, given in e for atoms 1 to 2: -0.063 -0.260



Record 8
ORCA calculation (ωB97M-V with the def2-TZVPD basis set) on a cluster of 2 separate species, C10H16 in total.

Summary:
* LUMO level (spin up / spin down): -4.3 / -8.3 eV
* energy above the lowest of the compared OMol25 structures with the same formula, charge and spin: 195.10 kJ/mol
* HOMO (spin up / spin down): -0.5177 / -0.5177 hartree
* gap between HOMO and LUMO (spin up / spin down): 9.78 / 5.83 eV

```
! RIJCOSX wB97M-V def2-TZVPD def2/J DEFGRID3
* xyz 1 2
C -1.06 -3.02 -0.81
C -0.78 -2.47 -2.17
H -0.25 -3.69 -0.59
H -0.88 -2.20 -0.02
H -2.10 -3.33 -0.68
H -0.42 -3.22 -2.76
H -1.51 -1.83 -2.75
H 0.11 -1.78 -2.15
C -1.16 1.62 0.15
C -2.04 2.11 1.27
C 0.25 1.06 0.42
C 0.69 0.54 1.65
C 1.15 1.42 -0.58
C 2.02 0.19 1.86
C 2.49 0.99 -0.47
C 2.92 0.57 0.75
H -1.71 0.66 -0.29
H -1.16 2.41 -0.76
H -1.48 2.66 2.16
H -0.08 0.31 2.37
H 0.79 2.02 -1.42
H 2.28 -0.29 2.78
H 3.24 1.10 -1.24
H 3.94 0.43 0.88
H -2.50 1.08 1.63
H -2.76 2.67 0.78
*
```

Atom charges from the Löwdin analysis, given in e for atoms 1 to 2: -0.173 -0.199



Q: Which value of energy above the lowest of the compared OMol25 structures with the same formula, charge and spin does entry 5 give?
A: 246.76 kJ/mol



Q: What is the energy above the lowest of the compared OMol25 structures with the same formula, charge and spin in the eighth record?
A: 195.10 kJ/mol